(1)
166
Properties=species:S:1:pos:R:3 method="wB97M-V/def2-TZVPD" gap_ev=7.2203 multiplicity=1 de_lowest_ev=9.388 e_homo_ha=-0.2769
C 7.498 -1.628 2.353
C 6.414 -0.683 3.066
O 6.730 0.750 2.944
B 5.777 1.340 1.993
O 6.252 1.481 0.630
C 4.302 1.728 2.521
C 4.198 2.463 3.899
C 2.812 2.846 4.531
C 2.625 3.555 5.954
C 2.071 2.486 7.060
C 0.528 2.123 6.880
O 0.099 0.932 7.024
O -0.481 3.082 6.499
C 1.524 2.475 3.741
C 1.651 1.744 2.382
C 3.027 1.344 1.707
N 2.997 0.663 0.410
C 2.166 -0.555 0.398
C 2.716 -1.949 -0.046
C 4.256 -2.052 -0.555
C 4.261 -1.338 -2.028
C 3.181 -1.966 -3.045
C 2.092 -0.889 -3.596
C 0.793 -0.736 -2.659
C -0.608 -0.654 -3.474
C -1.774 -0.720 -2.331
C -2.287 -2.218 -2.032
C -3.372 -2.294 -0.827
C -3.272 -3.656 0.038
C -4.657 -4.005 0.826
C -4.230 -4.596 2.272
N -4.132 -3.547 3.333
C -2.967 -3.003 4.003
C -3.320 -1.925 5.089
C -4.913 -1.856 5.041
C -5.273 -2.869 3.930
C 1.856 -3.247 -0.027
C 0.351 -3.083 0.429
C -0.273 -1.724 0.885
C 0.656 -0.485 0.865
S 0.127 1.224 1.425
H 7.402 -1.689 1.212
H 7.473 -2.720 2.733
H 8.547 -1.235 2.647
H 5.359 -0.910 2.636
H 6.358 -1.007 4.173
H 6.640 0.589 0.425
H 5.169 2.689 4.450
H 3.692 3.818 6.321
H 1.997 4.508 5.932
H 2.183 2.940 8.117
H 2.734 1.538 7.073
H -1.255 2.592 6.110
H 0.486 2.739 4.167
H 3.921 0.533 -0.016
H 4.536 -3.151 -0.644
H 4.908 -1.461 0.191
H 4.139 -0.202 -1.964
H 5.322 -1.520 -2.461
H 2.634 -2.889 -2.649
H 3.779 -2.323 -3.969
H 2.674 0.099 -3.749
H 1.757 -1.280 -4.638
H 0.728 -1.672 -2.006
H 0.904 0.224 -2.026
H -0.727 -1.480 -4.262
H -0.670 0.387 -3.941
H -2.618 -0.033 -2.714
H -1.412 -0.247 -1.338
H -1.439 -2.983 -1.880
H -2.863 -2.564 -2.981
H -4.422 -2.301 -1.317
H -3.321 -1.346 -0.186
H -2.968 -4.562 -0.612
H -2.462 -3.585 0.861
H -5.276 -3.043 0.887
H -5.197 -4.849 0.244
H -4.970 -5.432 2.562
H -3.192 -5.105 2.242
H -1.869 -3.307 3.815
H -2.616 -1.345 5.773
H -5.624 -1.228 5.672
H -6.284 -3.206 3.524
H 2.267 -4.288 -0.329
H -0.248 -4.070 0.434
H -1.374 -1.656 1.226
C 4.860 -6.107 -1.649
Cl 5.841 -4.758 -2.232
Cl 3.386 -5.541 -0.840
H 4.579 -6.730 -2.497
H 5.448 -6.691 -0.942
C -0.828 -4.295 -5.099
Cl -2.092 -5.515 -4.894
Cl 0.081 -4.064 -3.602
H -0.144 -4.621 -5.882
H -1.290 -3.350 -5.383
C -1.414 -8.859 -3.818
Cl -2.680 -10.076 -3.615
Cl -0.505 -8.625 -2.320
H -0.730 -9.186 -4.600
H -1.874 -7.914 -4.102
C -5.069 1.287 7.183
Cl -3.476 1.012 6.466
Cl -6.291 1.569 5.938
H -5.351 0.411 7.765
H -5.018 2.160 7.832
C -2.717 3.287 -3.816
Cl -3.443 1.728 -4.214
Cl -1.321 3.067 -2.752
H -2.393 3.775 -4.735
H -3.456 3.906 -3.310
C -5.834 5.822 6.684
Cl -6.467 4.533 7.715
Cl -5.611 5.258 5.023
H -6.538 6.654 6.684
H -4.874 6.151 7.078
C 4.150 -0.746 -6.996
Cl 2.908 -1.984 -6.784
Cl 5.065 -0.504 -5.507
H 4.831 -1.061 -7.786
H 3.672 0.193 -7.273
C -2.183 7.108 7.842
Cl -1.200 8.479 7.316
Cl -3.673 7.652 8.626
H -2.441 6.503 6.973
H -1.609 6.512 8.550
C 2.413 3.860 -1.022
Cl 2.084 3.075 -2.571
Cl 2.637 5.602 -1.225
H 1.572 3.687 -0.352
H 3.319 3.433 -0.594
C 0.464 2.880 -6.103
Cl 0.942 1.179 -6.056
Cl 0.011 3.373 -7.740
H -0.388 3.025 -5.441
H 1.301 3.492 -5.768
C -7.300 7.223 1.888
Cl -8.636 8.127 2.611
Cl -6.562 8.126 0.560
H -6.545 7.035 2.651
H -7.680 6.277 1.504
C -5.915 -5.880 -5.514
Cl -7.164 -5.033 -4.594
Cl -5.050 -7.039 -4.499
H -6.384 -6.415 -6.339
H -5.205 -5.151 -5.902
C 10.721 1.242 3.358
Cl 11.911 2.260 2.538
Cl 11.372 -0.370 3.681
H 10.447 1.708 4.303
H 9.839 1.147 2.725
C -7.063 -10.259 -5.597
Cl -8.428 -9.393 -4.883
Cl -6.337 -9.331 -6.914
H -6.311 -10.429 -4.828
H -7.414 -11.213 -5.988
C 0.729 8.193 -2.827
Cl 0.402 7.404 -4.376
Cl 0.952 9.936 -3.031
H -0.111 8.020 -2.157
H 1.636 7.768 -2.399
C 0.363 10.634 -6.603
Cl -1.115 9.770 -7.041
Cl 0.303 12.317 -7.141
H 0.477 10.612 -5.521
H 1.213 10.141 -7.074

---

(2)
50
Properties=species:S:1:pos:R:3 method="wB97M-V/def2-TZVPD" gap_ev=5.7061 multiplicity=1 charge=+2 e_homo_ha=-0.5060
C -2.371 1.702 -2.823
C -2.781 0.355 -2.236
C -2.240 -0.878 -2.911
C -0.720 -0.870 -2.737
O -0.588 -0.876 -1.308
C 0.553 -1.458 -0.707
C 1.461 -0.522 0.087
C 2.035 0.582 -0.806
N 2.933 1.421 -0.030
C 3.974 2.064 -0.841
C 1.006 -0.060 1.495
C -0.200 0.842 1.816
Cl -0.818 1.841 0.449
C 0.082 1.818 2.980
C 0.471 1.152 4.290
Cl 1.308 3.021 2.521
S 0.790 -1.575 2.492
O -0.541 -1.574 3.028
O 1.964 -1.816 3.280
O 0.820 -2.763 1.379
C 0.112 -2.678 0.188
S -1.713 -2.964 0.449
O -2.265 -3.370 -0.811
O -1.940 -3.685 1.665
F -2.418 -1.494 0.688
H -2.593 1.744 -3.889
H -2.874 2.541 -2.333
H -1.304 1.859 -2.656
H -3.875 0.316 -2.179
H -2.425 0.313 -1.189
H -2.550 -1.752 -2.338
H -2.614 -1.016 -3.925
H -0.303 -1.760 -3.213
H -0.239 0.012 -3.159
H 1.178 -1.847 -1.518
H 2.322 -1.157 0.325
H 1.252 1.136 -1.341
H 2.635 0.081 -1.575
H 2.393 2.165 0.395
H 3.586 2.847 -1.502
H 4.472 1.319 -1.459
H 4.716 2.511 -0.185
H 1.895 0.397 1.941
H -1.048 0.240 2.135
H -0.842 2.378 3.139
H -0.296 0.441 4.600
H 1.446 0.668 4.250
H 0.533 1.926 5.057
H 0.325 -3.605 -0.354
Ba -4.705 0.029 -0.625

---

(3)
14
Properties=species:S:1:pos:R:3 method="wB97M-V/def2-TZVPD" gap_ev=8.1918 smiles="CC(C(=S)S)C(=S)S" multiplicity=1 de_lowest_ev=0.454 e_homo_ha=-0.3323
C -0.391 1.589 -0.192
C 0.367 0.285 0.132
C 0.559 -0.600 -1.106
S 2.002 -0.692 -1.818
S -0.908 -1.230 -1.819
C -0.239 -0.584 1.275
S -1.679 -0.357 1.974
S 0.768 -1.916 1.853
H -1.455 1.383 -0.389
H 0.074 2.088 -1.022
H -0.406 2.273 0.727
H 1.400 0.537 0.386
H -1.770 -0.898 -0.866
H 1.677 -1.878 0.865

---

(4)
21
Properties=species:S:1:pos:R:3 method="wB97M-V/def2-TZVPD" gap_ev="6.8916 / 6.6907" multiplicity=2 de_lowest_ev=5.929 e_homo_ha="-0.2978 / -0.2922"
C 2.926 -0.257 -0.117
O 3.033 -1.244 0.781
C 1.512 -0.154 -0.667
C 0.618 0.004 0.468
C -0.846 0.146 0.303
C -1.488 -0.678 -0.495
C -2.817 -0.558 -1.125
C -1.457 1.361 0.971
H 3.649 -0.352 -0.944
H 3.141 0.756 0.306
H 1.263 -1.098 -1.171
H 1.428 0.597 -1.449
H 0.922 -1.122 1.015
H 1.086 0.710 1.158
H 1.276 -1.753 1.431
H -2.793 0.043 -2.025
H -3.442 -0.067 -0.374
H -3.305 -1.473 -1.417
H -1.662 1.281 2.038
H -0.700 2.146 0.860
H -2.344 1.713 0.451